(1)
{
  "formula": "C22H31N3O3",
  "method": "the ωB97M-V functional and the def2-TZVPD basis",
  "symbols": ["C", "H", "H", "H", "H", "H", "H", "C", "H", "C", "H", "H", "C", "H", "C", "C", "H", "H", "O", "H", "H", "C", "C", "C", "H", "H", "H", "H", "C", "C", "C", "C", "C", "H", "H", "H", "C", "C", "H", "C", "H", "H", "C", "C", "N", "C", "H", "H", "H", "H", "C", "H", "O", "C", "O", "H", "N", "H", "N"],
  "xyz": [[-0.907009, 0.123592, 0.894671], [-0.055009, -3.109645, -1.571663], [2.851967, 1.286094, -3.168485], [0.324461, -3.896806, -0.049819], [3.223091, -2.055753, -1.161912], [0.202255, -0.550629, -1.833884], [0.372690, 1.634905, -3.746583], [-3.170841, 3.677307, 1.584339], [-4.948778, 4.644685, 2.261460], [-0.300390, -1.906151, 0.179566], [-1.532663, 1.201968, 3.216886], [3.896578, -1.729678, 3.894256], [-1.524563, 0.155787, -2.735422], [0.810755, 0.433246, 2.206930], [0.713212, 1.185851, -2.811121], [1.871745, -2.186131, 1.460878], [0.751313, 1.971367, -2.046612], [3.615979, -3.209291, 2.924842], [2.557712, -1.519079, 2.412769], [5.060994, -0.705756, 1.915396], [-3.470551, 5.539617, 2.595443], [3.202494, -1.430194, -2.053352], [0.673484, -1.465622, 1.065697], [-2.936498, 3.243324, 0.287282], [-3.271251, -1.057344, -2.663061], [2.767688, -2.011618, -2.865131], [4.235484, -1.165899, -2.325572], [4.801401, -2.202885, 1.004616], [4.947052, -1.784399, 1.997683], [2.918303, 0.530239, -0.714463], [-1.703159, 1.333036, 1.088016], [-1.926072, 1.777826, 2.392275], [-3.971472, 4.913146, 1.859435], [2.042529, -0.146517, -3.836649], [-2.984536, -1.968331, -0.385452], [-1.756370, -1.958908, -2.507139], [-0.364873, -3.208109, -0.530551], [-2.647646, 2.928446, 2.633623], [3.038063, -0.090857, 0.169367], [-2.283542, -1.055771, -2.200680], [-3.319421, 3.813571, -0.546701], [-4.122216, 5.489647, 0.950306], [2.083770, 0.521914, -2.973613], [-2.471877, -1.042784, -0.674974], [-1.247463, -0.934835, 0.076466], [3.756251, -2.123551, 2.885056], [-1.370554, -3.626113, -0.506030], [-2.812724, 3.253065, 3.651378], [5.852103, -2.205800, 2.426033], [-3.109766, -0.202139, -0.394074], [0.271701, -0.185471, 1.519389], [2.227202, 1.334819, -0.472323], [-2.055672, 1.022341, -3.402276], [-2.211131, 2.092446, 0.036680], [2.238649, -3.252858, 1.014029], [3.895344, 0.967703, -0.974533], [2.372587, -0.273234, -1.788503], [-2.025092, 1.807722, -0.986376], [-0.219974, 0.157951, -2.419641]],
  "atomic_forces_ev_per_a": [[0.4623, 0.1264, 0.3102], [0.0021, -0.0537, -0.1142], [0.0077, -0.0568, -0.0111], [-0.0501, -0.0168, -0.0463], [0.0777, -0.0882, 0.0173], [-0.1351, -0.0444, 0.0294], [0.0701, 0.0174, 0.1070], [0.0458, -0.0165, -0.0072], [-0.0748, 0.0654, 0.0163], [0.5073, -0.2798, 0.2471], [0.0164, -0.0763, 0.0725], [-0.0510, -0.0701, -0.1119], [-0.0120, -0.6219, 0.1234], [0.0650, 0.2011, 0.1328], [0.0880, 0.1184, -0.1571], [0.0838, -0.2603, -0.0481], [0.0040, 0.0243, -0.1053], [0.0224, 0.2031, 0.0889], [-0.2774, 0.2461, -0.0929], [0.0634, 0.0890, -0.0053], [-0.0144, 0.0880, 0.0271], [-0.0074, -0.0150, 0.0298], [-0.4999, 0.1546, -0.1677], [-0.0432, 0.0307, 0.0418], [0.0857, 0.0009, -0.0121], [0.0170, -0.0529, -0.0336], [0.0460, 0.0099, -0.0256], [0.0313, -0.0290, -0.0786], [-0.4169, -0.0136, 0.1181], [-0.0745, -0.0074, -0.0148], [-0.2015, 0.2266, 0.0229], [-0.0124, -0.0736, -0.0737], [-0.0361, -0.0321, 0.0250], [0.0087, 0.0279, 0.0223], [0.0254, 0.1768, 0.0053], [-0.0282, -0.0500, 0.0097], [-0.0402, -0.0637, -0.0120], [0.0028, 0.0823, -0.0695], [0.0342, 0.0408, 0.1186], [-0.0270, 0.2137, 0.0556], [-0.0387, 0.0799, -0.0793], [-0.0349, 0.0780, -0.0223], [-0.2682, 0.0939, 0.0665], [-0.4789, -0.1844, -0.3671], [0.2041, -0.0486, 0.2897], [0.4895, -0.3803, 0.0410], [-0.0738, -0.0519, -0.0611], [-0.0111, 0.0308, 0.1101], [0.1283, -0.0298, 0.0303], [0.0728, -0.1874, 0.0127], [-0.1723, -0.0717, -0.1899], [0.0035, 0.0754, 0.0996], [-0.2874, 0.3955, -0.1702], [0.0861, -0.0778, 0.1025], [0.0931, 0.0523, 0.0496], [0.0241, -0.0039, -0.0223], [0.1300, -0.0095, -0.1655], [0.0175, -0.0189, -0.1321], [0.3512, 0.0371, -0.0263]],
  "nbo_charge": [0.10, 0.22, 0.18, 0.27, 0.21, 0.43, 0.23, -0.02, 0.22, 0.23, 0.22, 0.19, 0.68, 0.24, -0.23, 0.79, 0.19, 0.20, -0.51, 0.21, 0.22, -0.41, -0.26, -0.20, 0.24, 0.20, 0.16, 0.22, -0.63, -0.41, -0.01, -0.19, -0.63, 0.20, 0.21, 0.22, -0.67, -0.22, 0.21, -0.50, 0.21, 0.22, -0.22, -0.21, -0.33, -0.07, 0.21, 0.21, 0.22, 0.24, -0.24, 0.20, -0.64, -0.22, -0.63, 0.16, -0.46, 0.22, -0.64],
  "charge": 0,
  "relative_energy_kcal_mol": 37.0,
  "e_lumo_ev": 0.8,
  "smiles": "CCOC(=O)c1cc(-c2ccc(C)cc2)n(CCC(=O)NCCN(C)C)c1C",
  "energy_ev": -33931.4285
}



(2)
{
  "formula": "C22H31N5O3",
  "method": "the ωB97M-V functional and the def2-TZVPD basis",
  "symbols": ["H", "H", "C", "H", "C", "H", "C", "H", "H", "H", "H", "C", "C", "H", "C", "H", "O", "C", "H", "C", "H", "H", "C", "C", "C", "N", "H", "N", "C", "H", "H", "C", "C", "C", "H", "H", "O", "C", "H", "C", "H", "H", "C", "C", "H", "H", "N", "O", "H", "H", "C", "C", "H", "H", "H", "N", "N", "H", "C", "H", "H"],
  "xyz": [[-2.880845, 1.534782, 0.732655], [3.147842, 1.060426, -3.678182], [-1.429823, -0.763979, -0.770151], [-0.297803, 0.007793, 4.051159], [2.168743, 1.190076, 1.190185], [-0.076459, -3.127574, -1.251168], [-1.537128, -1.715836, -1.957214], [-3.337863, -1.346934, 0.016245], [-0.383790, -0.752620, 1.932152], [-2.479114, -3.006939, 1.629672], [-3.023016, -3.683468, -0.700554], [2.087189, -1.533330, -2.994015], [2.517161, 1.941814, -3.769567], [0.637871, 2.696305, -3.024668], [-2.310066, -1.259602, 0.388677], [-1.657581, -4.620736, -0.088912], [2.404625, 1.109585, 2.389293], [-1.860526, -2.665829, 0.798835], [2.244583, 3.608840, 2.211278], [-3.291103, 0.737009, 1.369215], [2.552205, -3.667788, -3.353922], [1.434617, 4.396503, 0.807185], [2.303042, 0.104967, 0.246951], [-1.147026, 0.458553, 3.534127], [1.234428, 1.788118, -2.949643], [1.431615, 2.526595, -0.677422], [0.979197, 2.027335, 3.374341], [0.114246, 2.527092, 3.188743], [-1.088377, 1.971174, 3.767991], [0.647929, 0.946194, -3.321862], [-0.390929, -0.722437, -0.438462], [1.458507, 3.523358, 1.458485], [0.080043, 3.349479, 2.126303], [2.159971, -0.859939, -1.750505], [-1.229698, -3.803739, -2.403208], [-0.823167, -2.648520, 1.137411], [-0.915331, 3.898016, 1.704462], [2.465166, -2.813330, -2.712636], [2.272515, 2.085501, -4.818624], [-1.126393, -3.127988, -1.551393], [-4.221357, 0.380253, 0.930464], [-0.899921, -1.367031, -2.774207], [2.584199, -1.812793, -0.811465], [-1.978794, -3.620255, -0.385786], [-2.567476, -1.727874, -2.320310], [-1.099411, 2.177081, 4.843474], [1.730461, 2.367070, 0.624499], [2.769941, -3.005311, -1.405447], [-3.521185, 1.165248, 2.343169], [3.078718, 2.805891, -3.423921], [2.675765, -1.213020, 0.450153], [1.547732, 1.564306, -1.507478], [2.966389, -1.643610, 1.385312], [-2.058977, 0.054623, 3.972504], [-1.930072, 2.485055, 3.300040], [1.985510, 0.322707, -1.099721], [-2.381201, -0.376732, 1.547058], [1.805664, -1.155069, -3.954501], [-1.093076, 0.066719, 2.048116], [-1.734397, 0.242952, -1.065914], [-0.713974, 0.920865, 1.460704]],
  "atomic_forces_ev_per_a": [[-0.0010, 0.0706, -0.0091], [0.1155, -0.0561, -0.0416], [-0.4020, -0.0020, -0.0202], [-0.0099, -0.0566, 0.0771], [-0.0488, 0.3979, -0.0627], [0.1319, -0.0084, -0.0057], [0.3041, -0.0157, 0.0684], [0.0252, -0.0087, -0.0076], [0.0446, 0.0478, -0.0633], [0.0176, 0.0324, 0.0705], [-0.0759, -0.0580, -0.0059], [0.0736, -0.4062, -0.2094], [-0.1554, -0.0457, 0.0073], [-0.0560, -0.1101, 0.0752], [0.3230, -0.1415, 0.0700], [-0.0852, -0.0500, -0.0139], [0.1727, -0.2531, 0.0715], [-0.3743, 0.0373, -0.1888], [-0.0431, 0.0115, -0.0871], [0.0696, -0.0512, 0.0007], [0.0376, -0.1614, -0.0160], [-0.0021, -0.1400, 0.1285], [0.1389, -0.5791, 0.0447], [0.0899, 0.2933, -0.1975], [0.2378, 0.0017, -0.0345], [-0.3177, 0.3124, -0.8679], [-0.0593, 0.1924, -0.1847], [0.0692, -0.2739, 0.4283], [-0.2032, -0.0870, 0.1410], [-0.1156, 0.0118, -0.0137], [0.1289, 0.0458, 0.0559], [-0.2606, 0.1872, 0.2369], [0.6571, 0.2423, -0.0045], [0.3141, -0.8925, 0.6628], [0.0861, -0.0353, -0.0189], [0.1038, 0.0176, 0.0636], [-0.3165, 0.1505, -0.2597], [-0.2465, 0.5363, -0.5423], [0.0439, 0.0027, -0.1141], [-0.3131, -0.0212, -0.1409], [-0.0714, 0.0115, 0.0134], [-0.0583, 0.0179, -0.0712], [-0.5180, 1.4062, -0.6864], [0.3489, -0.0100, 0.0709], [-0.0605, 0.0142, -0.0812], [-0.1084, 0.0315, -0.0971], [0.3441, -0.5313, 0.3380], [0.1559, -0.3130, 0.3815], [-0.0698, 0.1332, 0.0126], [0.0711, 0.0627, 0.0132], [-0.0217, 0.1602, 0.1215], [-0.2791, 0.3775, 0.0223], [0.0489, -0.0114, 0.2593], [-0.0093, -0.0722, 0.0600], [0.0550, -0.0382, 0.1167], [0.2036, -0.2019, 0.5114], [-0.1460, -0.0571, -0.0054], [-0.0522, -0.0003, -0.2501], [-0.0362, -0.1192, 0.1987], [0.0546, 0.0918, 0.0203], [0.0501, -0.0897, -0.0405]],
  "nbo_charge": [0.18, 0.21, -0.43, 0.20, 0.62, 0.19, -0.39, 0.19, 0.20, 0.22, 0.19, -0.33, -0.60, 0.25, -0.03, 0.21, -0.65, -0.41, 0.23, -0.41, 0.21, 0.25, 0.03, -0.41, -0.44, -0.25, 0.43, -0.63, -0.23, 0.21, 0.19, -0.31, 0.66, 0.05, 0.21, 0.19, -0.62, 0.12, 0.22, -0.40, 0.20, 0.20, 0.28, -0.39, 0.20, 0.20, -0.24, -0.40, 0.20, 0.22, -0.27, 0.41, 0.25, 0.22, 0.23, -0.33, -0.45, 0.24, -0.22, 0.21, 0.16],
  "charge": 0,
  "relative_energy_kcal_mol": 67.9,
  "e_lumo_ev": 0.4,
  "smiles": "CCc1nn(CC(=O)NCCCN(C)C2CCCCC2)c(=O)c2cc3occc3n12",
  "energy_ev": -36910.1791
}